(w)
Density functional theory data (wB97M-V/def2-TZVPD) for a molecular structure, C4H7N3.

```
! wB97M-V def2-TZVPD RIJCOSX def2/J DEFGRID3
* xyz 0 1
C 0.82 -1.49 0.37
H -1.71 -0.82 1.28
C -1.69 1.05 0.15
H -1.14 1.49 -0.68
H -2.74 0.96 -0.15
C -1.16 -0.34 0.47
N 2.00 0.23 -0.45
N 1.23 0.97 0.16
H -1.24 -0.97 -0.42
H 2.39 -1.81 -1.16
C 1.83 -1.20 -0.47
H 2.85 0.59 -0.88
N 0.26 -0.44 0.89
H -1.62 1.72 1.02
*
```

Calculated values
HOMO level: -8.505 eV
Orbital gap: 9.0 eV



(x)
Density functional theory data (wB97M-V/def2-TZVPD) for C4H7N3 in the gas phase.

```
! wB97M-V def2-TZVPD RIJCOSX def2/J DEFGRID3
* xyz 0 1
C -2.32 -0.25 0.13
H -2.64 -1.22 0.50
C 0.06 0.88 -0.27
N 0.10 2.09 0.05
N 2.33 -0.54 0.36
H 1.36 -0.59 -1.47
N -0.01 -1.20 0.03
H -2.80 -0.06 -0.83
H 3.10 -1.05 -0.04
H 2.19 -0.47 1.36
C 1.16 -0.48 -0.41
H 0.96 2.56 -0.20
C -0.85 -0.21 -0.01
H -2.65 0.54 0.81
*
```

Calculated values
HOMO level: -8.580 eV
SMILES string: [H]/N=C1/C(C)=N[C@@H]1N
Orbital gap: 9.3 eV



Ranked by calculated energy, most stable first: (x), (w).